Density functional theory data (ωB97M-V/def2-TZVPD) for one molecule with the formula C16H16BrN3O2S.

Structure (XYZ):
```
39
Properties=species:S:1:pos:R:3:mulliken_charge:R:1
C 2.82255 -2.23566 -0.37980 -0.440
C 1.01953 1.61176 0.87870 -0.166
H -2.24868 1.76337 1.71990 0.478
C 2.18250 2.01272 -1.30410 -1.476
S -3.48938 -0.71642 -0.72076 -0.087
C -2.90905 -1.05419 0.87816 0.517
H 1.99218 1.42264 1.30958 0.498
C -1.54451 -1.41478 1.08190 -0.166
H -2.42699 2.30385 -0.68136 0.495
H 0.86997 -1.97633 1.23248 0.378
N 0.52804 -1.83288 0.27917 -0.025
H -0.03776 1.29892 2.71083 0.454
H 2.97739 2.51384 -0.74483 0.368
H 4.82822 -1.68169 -0.95847 0.413
H 2.98772 -2.04898 0.68226 0.416
H -6.01926 -0.32947 1.85198 0.477
H -3.73289 -1.06013 2.87370 0.426
C -1.46051 2.10765 -0.24100 -0.663
C 3.80609 -1.40112 -1.21129 -0.826
H -1.22176 -1.58354 2.11689 0.339
H -0.40452 2.41574 -2.07384 0.350
N 2.67522 0.68614 -1.62383 -0.091
O 1.04948 -1.70563 -1.91839 -0.647
C -5.12647 -0.50462 1.27998 -0.266
C -5.05585 -0.36711 -0.07631 -0.031
Br -6.45919 0.14588 -1.20780 -0.111
H 3.62757 -1.57442 -2.27202 0.318
H 2.10700 0.12900 -2.24712 0.317
C -1.36118 1.80032 1.10433 -0.459
C -0.32146 2.17233 -1.02464 -0.477
C 1.39560 -1.90280 -0.77761 0.175
N -0.75730 -1.51778 0.08774 -0.348
C -0.11911 1.54195 1.66053 -0.803
C 3.60074 0.06862 -0.86205 0.546
C -3.89407 -0.89821 1.82300 -0.824
H 1.99466 2.55077 -2.23644 0.458
C 0.92848 1.94188 -0.46859 0.865
H 2.98885 -3.29790 -0.57722 0.277
O 4.20816 0.61627 0.03634 -0.655
```

Calculated values
gap between HOMO and LUMO	8.2	eV
SMILES	O=C(CCC(=O)N/N=C/c1ccc(Br)s1)NCc1ccccc1
total energy	-3906.26187	Ha
charge	0
maximum force	1.1	eV Å⁻¹
HOMO	-8.34	eV

***

Density functional theory data (ωB97M-V/def2-TZVPD) for C16H16F2N10PdSeSi as an isolated structure.

Structure (XYZ):
```
47
Properties=species:S:1:pos:R:3:mulliken_charge:R:1
H -5.11096 -17.50979 0.84608 0.323
F -2.30404 -10.83625 0.19815 -0.371
N -0.89896 -18.67091 0.74392 -0.764
H -6.59718 -14.58508 -2.62247 0.267
H -2.00823 -19.98899 -2.69199 0.228
H -3.91052 -10.71157 -3.98210 0.381
N -0.75622 -17.44645 0.32686 -0.284
C -2.06284 -13.12616 -0.53438 0.173
Pd -1.32622 -15.64539 -1.94878 0.302
H -0.48493 -15.59554 1.23249 0.608
C -1.28029 -18.68028 -1.33596 0.351
C -6.52517 -14.74124 -1.52253 -0.892
N -1.96549 -13.89023 -2.83969 -0.173
C -2.43111 -12.95363 -1.91269 0.565
C -1.69885 -12.42659 1.77270 -0.901
H -7.49616 -17.74068 -2.68560 0.305
C -2.92814 -12.51783 -4.54046 -0.648
H -3.36903 -11.03360 -1.58561 0.320
N -1.66498 -17.40606 -5.62687 -0.625
H -5.74047 -14.06925 -1.16855 0.213
Se -4.53424 -17.42185 -2.27192 -0.153
N -1.26840 -19.48852 -0.24081 -0.485
C -2.18458 -13.61051 -4.11989 -0.451
H -1.78838 -11.66081 2.58227 0.371
H -7.14650 -18.76213 -1.30410 0.306
F -0.78117 -14.13851 3.26515 -0.373
H -8.44230 -17.53372 -1.17800 0.338
H -5.24364 -15.83187 1.26144 0.350
C -0.99165 -14.63468 1.02480 -0.012
H -6.69717 -16.79628 1.32806 0.310
N -1.60864 -19.03360 -2.60318 -0.040
H -3.19727 -12.49178 -5.57765 0.355
N -1.23254 -16.88554 -3.56592 0.196
C -3.10458 -11.78022 -2.34543 -0.465
N -1.26403 -16.43468 -4.82009 -0.439
N -0.97420 -17.40049 -0.97375 0.234
C -1.43182 -14.40339 -0.26179 -0.866
C -5.75248 -16.65952 0.74810 -1.048
C -1.20104 -13.71548 2.00936 0.520
N -1.87314 -18.53039 -4.94300 -0.443
C -2.04611 -12.15585 0.46885 0.386
H -7.46220 -14.39903 -1.09730 0.376
C -7.44748 -17.77260 -1.59309 -1.139
H -1.80930 -14.38214 -4.81165 0.608
C -3.34564 -11.56932 -3.66180 -0.522
C -1.52894 -18.20451 -3.68058 0.325
Si -6.19928 -16.51064 -1.07106 0.386
```

Calculated values
spin multiplicity	3
<S²>	2.032
gap between HOMO and LUMO (alpha / beta)	3.2 / 5.2	eV
total energy	-4185.41405	Ha
charge	-2
maximum force	3.5	eV Å⁻¹
HOMO (alpha / beta)	1.24 / -2.01	eV

***

Density functional theory data (ωB97M-V/def2-TZVPD) for a 2-piece molecular cluster, C16H16F3N2 overall.

Structure (XYZ):
```
37
Properties=species:S:1:pos:R:3:mulliken_charge:R:1
C 3.20321 1.33282 0.45181 -0.833
F -5.14482 -0.12316 1.61892 -0.277
H -0.24682 0.31736 3.45220 1.009
H -0.71340 -1.24047 -1.14825 0.277
H 4.28564 2.66174 1.81962 0.448
C -0.14128 -2.69028 -3.64466 -0.850
C -3.64741 0.20125 3.47424 -0.576
H 1.93273 0.14662 -0.76373 0.640
H -1.04773 0.94194 -0.26972 0.692
C 1.98476 0.74173 0.14112 -0.115
C -1.47142 0.07200 1.62217 0.520
C -2.32623 0.25867 3.90657 0.380
C 2.22462 2.33721 2.37407 0.253
H -0.40486 -2.96784 -4.66839 0.344
H -0.05596 0.57408 -1.64110 0.578
C 0.99226 1.76687 2.07151 -1.173
F 2.31438 3.18437 3.46377 -0.294
F -2.10014 0.46607 5.25203 -0.278
C -3.86270 -0.02477 2.10432 0.272
C 3.34794 2.15450 1.57810 -0.448
H 1.09363 -1.85183 -5.62140 0.345
C -1.24107 0.16488 3.04687 -0.913
C 0.03098 -0.52725 -1.57569 -0.822
C -0.50670 0.37988 0.56982 -0.492
C 0.81995 0.92105 0.92824 0.587
H 0.57038 -3.43554 -3.23548 0.355
C 1.52833 -1.43380 -4.71799 -0.820
H 4.06667 1.17060 -0.19576 0.421
H 0.15767 2.07026 2.70089 0.846
N 0.91328 -0.94330 -2.47678 -0.068
H -1.02398 -2.67258 -3.00900 0.263
H -3.02189 -0.18560 0.13049 0.421
N 0.48019 -1.38931 -3.72019 0.044
H -4.48016 0.27894 4.15543 0.496
H 1.94212 -0.45863 -4.96157 0.295
C -2.82187 -0.11629 1.20565 -0.845
H 2.36970 -2.08219 -4.41814 0.323
```

Calculated values
gap between HOMO and LUMO	5.3	eV
total energy	-1027.88605	Ha
charge	+1
maximum force	5.0	eV Å⁻¹
HOMO	-11.65	eV

***

Density functional theory data (ωB97M-V/def2-TZVPD) for one molecule with the formula C16H16N2O3S2.

Structure (XYZ):
```
39
Properties=species:S:1:pos:R:3:mulliken_charge:R:1
C 3.17013 -1.34039 -1.18213 0.467
H 4.36564 -0.88113 0.97825 0.396
C 1.30149 0.14325 -0.34808 0.283
O -2.71578 0.53716 -2.00449 -0.640
O -3.10374 2.61194 -0.73697 -0.750
C -3.04648 -1.87403 -0.22180 -0.298
H -4.15537 0.46877 0.47268 0.447
H -0.86920 3.26055 0.52046 0.501
S 3.46720 1.35154 1.08293 -0.212
C -0.25530 2.40642 0.28943 -0.848
C -2.45543 -3.12321 -0.18373 -0.695
H -1.74739 0.83644 2.41846 0.371
C 1.85964 1.21143 0.36891 0.889
O 3.41894 -2.44460 -1.60683 -0.645
H 5.09401 -0.57163 -1.60450 0.326
N 1.92934 -1.06122 -0.68450 -0.084
N -3.14557 0.45021 0.53302 -0.217
C 4.19422 -0.23446 -1.08800 -0.830
C -0.04195 0.24144 -0.72303 -0.546
C -1.42471 -3.36841 0.70906 -0.646
C -1.01123 -2.37150 1.57340 -0.505
C 4.49755 0.02220 0.38206 -0.512
H 1.53383 3.14491 1.19499 0.424
H -0.10215 0.18473 2.38338 0.226
C -2.61253 -0.86521 0.63044 -0.165
H -3.83458 -1.66064 -0.92795 0.402
H -0.95115 -4.33842 0.73734 0.423
S -2.53605 1.30085 -0.80160 1.347
C -0.80270 1.33845 -0.39712 -0.223
H 1.27399 -1.82124 -0.83684 0.182
C -1.59483 -1.10944 1.55470 0.955
H -1.26509 -0.44023 3.54799 0.489
H 3.82822 0.67289 -1.57242 0.428
H -2.79291 -3.89990 -0.85286 0.399
C 1.07078 2.33500 0.65188 -0.896
H 5.51510 0.38786 0.52215 0.424
H -0.22072 -2.56836 2.28347 0.443
H -0.50236 -0.55846 -1.28253 0.504
C -1.15190 -0.06403 2.53210 -1.613
```

Calculated values
gap between HOMO and LUMO	8.9	eV
SMILES	Cc1ccccc1NS(=O)(=O)c1ccc2c(c1)NC(=O)CCS2
total energy	-1750.93031	Ha
charge	0
maximum force	0.9	eV Å⁻¹
HOMO	-8.67	eV

***

Density functional theory data (ωB97M-V/def2-TZVPD) for one molecule with the formula C16H16N2O4S4.

Structure (XYZ):
```
42
Properties=species:S:1:pos:R:3:mulliken_charge:R:1
C 4.19852 0.06545 1.31979 -0.706
O -0.77466 1.42796 -1.44185 -0.594
C 3.02517 -0.48015 0.81085 0.386
H 2.14307 1.02065 2.75938 0.437
O 1.64458 1.08234 -1.44297 -0.577
C -3.93060 0.83790 0.73496 -1.130
S -4.35135 -1.51244 -1.18122 -0.329
H -4.15672 0.04622 2.76120 0.290
C 3.10352 -1.57789 -0.05008 0.938
H -3.50433 1.79381 1.05472 0.306
H 4.18148 0.91197 1.98667 0.364
H 6.43034 -2.00158 -0.17255 0.389
C 1.83655 2.40746 1.12158 -0.672
C -0.59502 -0.70025 0.37564 1.466
C 5.47308 -1.58481 0.09812 -0.532
O -1.36052 1.18793 1.64927 -0.805
C 0.68298 2.90927 0.27983 -0.904
O 0.69235 3.20144 -2.28193 -0.530
N 1.72874 -0.07400 1.07312 0.230
S 1.50480 -2.06688 -0.54022 -0.385
C 5.41010 -0.49587 0.95662 -0.901
C 1.50670 1.10671 1.87406 -1.445
H 2.09105 3.17253 1.85819 0.514
C 4.31334 -2.13846 -0.41432 -0.780
H 2.69862 2.24778 0.47090 0.495
H -6.52757 -0.54608 2.58313 0.261
S -1.42143 -1.86093 -0.67180 -0.279
H -6.55012 0.05442 0.85270 0.243
H 0.35003 2.96871 -3.14686 0.395
H 0.46450 1.12906 2.19549 0.723
H -0.27167 2.80898 0.78933 0.332
N -2.80749 -0.00608 0.37346 0.122
C -4.71866 0.22238 1.85343 0.055
C -5.99254 -0.10394 1.76039 -0.763
H 4.34002 -2.98374 -1.08227 0.416
H 0.83389 3.92730 -0.06065 0.587
H 6.32222 -0.07320 1.34919 0.391
C -2.95512 -1.05612 -0.46939 0.590
H -4.55617 0.97550 -0.14941 0.522
C -1.54764 0.25277 0.87352 -0.071
S 0.53622 1.96650 -1.24603 1.300
C 0.77987 -0.78634 0.40861 -0.349
```

Calculated values
gap between HOMO and LUMO	7.4	eV
SMILES	C=CCN1C(=O)/C(=C2/Sc3ccccc3N2CCCS(=O)(=O)O)SC1=S
total energy	-2622.53072	Ha
charge	0
maximum force	1.3	eV Å⁻¹
HOMO	-7.37	eV

***

Density functional theory data (ωB97M-V/def2-TZVPD) for one molecule with the formula C16H16N6O2S.

Structure (XYZ):
```
41
Properties=species:S:1:pos:R:3:mulliken_charge:R:1
O -5.13486 1.61661 -0.76252 -0.607
C -4.04720 -0.23524 0.29677 1.243
C -0.55574 -1.47422 0.03183 -0.642
O -5.26493 -0.45831 0.89460 -0.490
C 1.61100 -3.36315 -0.40118 0.220
H 5.58562 1.52855 1.48611 0.174
N 2.91039 -3.72606 -0.27752 0.171
C -4.02192 0.87229 -0.57484 0.406
C 3.77295 1.87416 0.41713 -0.698
H 0.83964 1.56834 -0.16025 0.136
N 1.63278 -1.98921 -0.23744 0.385
N 3.71962 -2.68046 -0.03228 -0.761
C 2.24645 3.10659 -0.86270 -0.957
C 1.74429 1.64273 -0.76620 -0.024
C 2.95230 -1.63228 -0.02043 0.096
H 3.01937 3.75011 1.09325 0.271
C 3.41819 -0.29710 0.25378 0.476
C -2.90736 -0.98726 0.48186 -0.347
H -6.42734 -1.57133 2.07938 0.242
H 2.64745 3.28110 -1.86138 0.293
C -2.85070 1.18862 -1.24785 -0.882
H 3.27092 -4.66340 -0.34905 0.182
N 4.56604 -0.12445 0.91925 -0.893
H -0.72263 -2.40770 0.56645 0.434
H -5.84705 1.23458 -0.22998 0.352
C 2.87717 0.95706 -0.08553 0.956
H -2.90944 -1.84000 1.14241 0.460
H 4.20062 3.89782 -0.21307 0.315
H 1.52984 1.22280 -1.74729 0.426
C 3.38528 3.28565 0.17349 -0.459
H -0.80887 0.66069 -1.59848 0.538
N 4.76284 1.18844 1.01338 0.196
H 1.43931 3.81785 -0.69759 0.327
S 0.35491 -4.36675 -0.75348 -0.443
H -5.18130 -2.50486 1.21311 0.351
H -2.86031 2.02973 -1.92214 0.420
C -1.71185 0.43306 -1.05913 -0.824
C -1.72110 -0.65431 -0.18660 0.056
H -4.72978 -1.48828 2.61242 0.340
N 0.60665 -1.12021 -0.37306 -0.566
C -5.39124 -1.57220 1.74478 -0.874
```

Calculated values
gap between HOMO and LUMO	7.8	eV
SMILES	COc1cc(/C=N/n2c(-c3n[nH]c4c3CCC4)n[nH]c2=S)ccc1O
total energy	-1496.46098	Ha
charge	0
maximum force	1.7	eV Å⁻¹
HOMO	-7.63	eV